(1)
Entry from the OMol25 dataset: a 2-piece molecular cluster, C4H9NO overall in a non-equilibrium geometry (ωB97M-V/def2-TZVPD).

As for the multiplicity: 1. The calculation puts the orbital gap at 8.844 eV. As for the total charge: 0. As for the SMILES: C=CC(=C)N.O. Its HOMO energy is -0.300 hartree.

Last column: Mulliken charge in e.
Cartesian coordinates (Å):
N  -1.4279  -0.2042  -1.8226  -0.477
C  -0.6142  -1.2721  -1.4114  0.372
C  -0.9275  -2.5691  -1.4300  -0.871
C  0.7484  -0.5083  0.4916  -0.604
C  0.6593  -0.8075  -0.8164  -0.370
H  -2.4081  -0.3618  -1.8735  0.205
H  -1.0619  0.7059  -1.5852  0.255
H  -0.4832  -3.2209  -0.6894  0.247
H  -1.7571  -3.0417  -1.9413  0.321
H  1.6944  -0.0972  0.8142  0.299
H  -0.2300  -0.5688  0.9509  0.292
H  1.4341  -0.6154  -1.5555  0.330
H  2.1969  4.1470  4.0075  0.321
H  0.9899  3.1713  3.5001  0.321
O  1.2738  4.0434  3.7877  -0.643

(2)
Entry from the OMol25 dataset: a 2-piece molecular cluster, C4H9NO overall in a non-equilibrium geometry (ωB97M-V/def2-TZVPD).

As for the multiplicity: 1. The calculation puts the orbital gap at 10.474 eV. As for the total charge: 0. As for the SMILES: C1C[C@H]2N[C@@H]12.O. Its HOMO energy is -0.350 hartree.

Last column: Mulliken charge in e.
Cartesian coordinates (Å):
C  0.5578  1.0318  0.2216  -1.012
C  0.5080  0.4184  -1.1568  -0.006
N  0.4661  -1.0312  -0.9110  -0.577
C  -0.7842  -0.2384  -0.9526  0.032
C  -0.9892  0.2968  0.4398  -0.977
O  0.3610  -1.1642  2.1449  -0.732
H  0.4131  2.1161  0.2355  0.361
H  0.5305  -0.2382  1.9398  0.377
H  1.5565  0.8625  0.6796  0.321
H  0.8913  0.8218  -2.0837  0.431
H  0.5742  -1.5131  -1.8000  0.251
H  -1.5445  -0.5022  -1.6747  0.452
H  -1.4215  -0.4751  1.1038  0.327
H  -1.6235  1.1664  0.5493  0.369
H  0.5042  -1.5512  1.2645  0.383

(3)
Entry from the OMol25 dataset: one molecule with the formula C4H9NO in a non-equilibrium geometry (ωB97M-V/def2-TZVPD).

As for the multiplicity: 1. The calculation puts the orbital gap at 10.271 eV. As for the total charge: 0. As for the SMILES: CCNC(C)=O. Its HOMO energy is -0.347 hartree.

Last column: Mulliken charge in e.
Cartesian coordinates (Å):
C  -2.2262  0.4340  0.3261  -1.034
C  -1.2410  -0.3514  -0.5298  -0.433
N  0.1654  0.1702  -0.4234  -0.205
C  1.0777  -0.6376  0.1478  0.511
O  1.0831  -1.7658  0.6255  -0.641
C  2.3919  0.0493  0.1809  -0.706
H  -3.2498  0.0539  0.2127  0.325
H  -2.2159  1.4852  0.0269  0.280
H  -1.9561  0.3716  1.3849  0.290
H  -1.2395  -1.4127  -0.2027  0.332
H  -1.5683  -0.3578  -1.5750  0.334
H  0.9407  1.1001  -0.6237  0.283
H  3.1185  -0.5086  -0.4199  0.229
H  2.7198  0.1826  1.2175  0.226
H  2.1996  1.1870  -0.3476  0.209

(4)
Entry from the OMol25 dataset: one molecule with the formula C4H9NO in a non-equilibrium geometry (ωB97M-V/def2-TZVPD).

As for the multiplicity: 1. The calculation puts the orbital gap at 10.318 eV. As for the total charge: 0. As for the SMILES: CCNC(C)=O. Its HOMO energy is -0.346 hartree.

Last column: Mulliken charge in e.
Cartesian coordinates (Å):
C  0.9704  -2.1647  1.1694  -0.967
C  0.2823  -1.3968  0.1507  -0.869
C  -0.4293  0.9100  -0.4293  0.646
C  0.0660  2.3725  -0.5666  -1.294
H  0.3031  -2.1334  1.9701  0.338
H  1.0642  -3.2795  0.7713  0.264
H  2.0960  -1.6351  1.2036  0.244
H  -0.8007  -1.4944  0.0765  0.425
H  0.6508  -1.5695  -0.6261  0.724
H  -0.2706  0.1456  1.4963  0.298
H  0.0984  2.7669  0.2519  0.480
H  0.9184  2.4111  -1.1040  0.347
H  -0.6783  2.8523  -1.2524  0.321
N  0.2953  0.0612  0.5435  -0.407
O  -1.3481  0.3978  -1.0671  -0.551

(5)
Entry from the OMol25 dataset: a 2-piece molecular cluster, C4H9NO overall in a non-equilibrium geometry (ωB97M-V/def2-TZVPD).

As for the multiplicity: 1. The calculation puts the orbital gap at 8.857 eV. As for the total charge: 0. As for the SMILES: C=NC(=C)C.O. Its HOMO energy is -0.315 hartree.

Last column: Mulliken charge in e.
Cartesian coordinates (Å):
C  0.8526  -1.4746  1.1474  -1.109
C  0.2225  -0.1583  0.7944  0.568
C  -0.2207  0.7516  1.6357  -0.845
C  1.0249  0.4109  -1.3800  -0.311
N  0.1227  0.0080  -0.6024  -0.348
H  0.5143  -1.7882  2.1331  0.344
H  1.9412  -1.4432  1.1549  0.257
H  0.4571  -2.2163  0.4554  0.330
H  -0.7028  1.6465  1.2538  0.248
H  -0.1794  0.8018  2.7136  0.308
H  1.4519  -0.1385  -2.2196  0.260
H  1.5302  1.3602  -1.1119  0.298
H  -1.7847  0.6973  -1.4266  0.315
H  -2.6618  1.1014  -2.6207  0.316
O  -2.5682  0.4413  -1.9271  -0.631

(6)
Entry from the OMol25 dataset: one molecule with the formula C4H9NO in a non-equilibrium geometry (ωB97M-V/def2-TZVPD).

As for the multiplicity: 1. The calculation puts the orbital gap at 10.061 eV. As for the total charge: 0. As for the SMILES: CC/C(C)=N\O. Its HOMO energy is -0.338 hartree.

Last column: Mulliken charge in e.
Cartesian coordinates (Å):
C  1.6731  0.4648  0.3552  -0.949
C  0.4981  -0.0557  -0.7989  -1.049
C  -0.8901  -0.0931  -0.2118  0.876
N  -1.4312  1.0262  0.1031  -0.467
O  -0.5811  2.0906  -0.1231  -0.348
C  -1.5901  -1.3508  0.2650  -1.091
H  1.8739  1.4808  0.8156  0.368
H  1.5602  -0.1453  1.2555  0.283
H  2.6375  0.2575  -0.0979  0.335
H  0.4850  0.6415  -1.6531  0.421
H  0.7476  -1.0476  -1.2186  0.340
H  0.3298  1.7390  0.0527  0.368
H  -1.8153  -1.2150  1.3275  0.301
H  -2.5413  -1.5556  -0.2392  0.303
H  -0.9561  -2.2373  0.1682  0.310

(7)
Entry from the OMol25 dataset: one molecule with the formula C4H9NO in a non-equilibrium geometry (ωB97M-V/def2-TZVPD).

As for the multiplicity: 1. The calculation puts the orbital gap (spin up / spin down) at 7.751 / 8.543 eV. As for the total charge: 0. Its HOMO energy (spin up / spin down) is -0.272 / -0.297 hartree.

Last column: Mulliken charge in e.
Cartesian coordinates (Å):
C  0.6548  0.0789  -0.1545  0.664
C  1.0187  1.5585  -0.0984  -0.870
C  -1.4339  -1.0081  0.4946  -1.085
C  -0.5994  -0.4841  -0.7256  -0.551
N  2.8389  -0.4940  0.1115  -0.740
O  1.5455  -0.8243  -0.1767  -0.059
H  0.8179  2.2060  -1.0724  0.247
H  2.0185  1.7320  0.3518  0.375
H  0.1861  1.9958  0.6246  0.239
H  -1.2162  -0.3146  1.2269  0.391
H  -0.7499  -1.8915  0.7342  0.260
H  -2.4874  -1.4348  0.2764  0.307
H  -1.3646  0.2022  -1.2080  0.269
H  -0.4149  -1.2899  -1.3192  0.379
H  3.3342  -1.3705  0.1017  0.175

(8)
Entry from the OMol25 dataset: a 2-piece molecular cluster, C4H9NO overall in a non-equilibrium geometry (ωB97M-V/def2-TZVPD).

As for the multiplicity: 1. The calculation puts the orbital gap at 9.347 eV. As for the total charge: 0. As for the SMILES: C=CC(=C)N.O. Its HOMO energy is -0.312 hartree.

Last column: Mulliken charge in e.
Cartesian coordinates (Å):
N  1.7691  -2.0393  -1.6104  -0.594
C  0.7762  -1.4433  -0.7703  0.423
C  -0.2261  -0.7590  -1.3324  -0.765
C  0.5383  -0.8178  1.5728  -0.738
C  0.9570  -1.7231  0.6851  -0.191
H  1.4371  -2.8939  -2.0534  0.236
H  2.6488  -2.2523  -1.1706  0.253
H  -0.9663  -0.3368  -0.6673  0.248
H  -0.4281  -0.8850  -2.3847  0.303
H  0.5854  -0.9148  2.6499  0.261
H  0.1119  0.1203  1.2422  0.222
H  1.2004  -2.7594  0.8696  0.342
H  -3.6089  5.8576  1.1257  0.322
H  -2.8272  4.6050  0.5982  0.319
O  -2.8527  5.2782  1.2757  -0.642

Looking at energy above the lowest of the compared OMol25 structures with the same formula, charge and spin for the records above, in order, we have 63.4, 86.7, 56.1, 100.0, 80.0, 83.0, 136.1, 57.7 kcal per mole.